# 1
{
  "formula": "C7H15N",
  "method": "the ωB97M-V functional and the def2-TZVPD basis",
  "symbols": ["C", "C", "C", "C", "N", "C", "C", "C", "H", "H", "H", "H", "H", "H", "H", "H", "H", "H", "H", "H", "H", "H", "H"],
  "positions_angstrom": [[-1.756, 0.560, -2.374], [-1.853, 1.434, -1.229], [-1.165, 0.815, 0.009], [0.409, 0.560, -0.192], [2.691, -2.112, 1.177], [2.266, -0.946, 0.529], [1.026, -0.357, 0.820], [0.126, -0.656, 2.111], [-0.882, 0.878, -3.111], [-2.746, 0.495, -2.864], [-1.634, -0.602, -2.364], [-1.519, 2.390, -1.379], [-2.881, 1.581, -0.945], [-1.625, -0.175, 0.304], [-1.191, 1.445, 0.809], [0.401, -0.108, -1.113], [0.996, 1.460, -0.203], [3.659, -2.359, 0.916], [2.811, -1.628, 2.141], [2.753, -0.632, -0.428], [-0.861, -0.060, 2.130], [0.865, -0.318, 2.928], [0.111, -1.664, 2.326]],
  "forces_ev_per_a": [[0.8782, -2.7375, -4.8607], [-0.3803, -2.2596, 3.6410], [1.9077, -1.8827, -1.7943], [-2.0255, -1.8059, -1.1050], [1.7483, 1.4484, 3.1253], [-4.0803, 1.7907, -1.7722], [1.0592, -1.7108, 0.8447], [2.8150, 3.4725, -0.3763], [-2.0950, -0.5450, 1.1856], [0.6147, 0.8027, -0.6173], [0.3744, 1.9169, 1.3273], [1.2559, 2.3111, -0.7088], [-0.6366, -0.0850, 0.1184], [0.3018, 1.1214, -0.6059], [-0.7243, 1.8777, 2.4025], [0.6203, 1.6201, 0.4416], [-0.0613, 0.6684, -0.8120], [-0.6645, 0.2103, 0.0638], [-0.0348, -2.1168, -1.1285], [-0.4083, -0.3810, 0.8987], [1.9228, -1.3969, 0.2316], [-1.5136, 0.0725, -0.5832], [-0.8738, -2.3916, 0.0838]],
  "largest_force_ev_per_a": 5.6,
  "smiles": "CCCC/C(C)=C/N",
  "orbital_gap_ev": 8.60
}

---

# 2
{
  "formula": "CH4N2P2",
  "method": "the ωB97M-V functional and the def2-TZVPD basis",
  "symbols": ["C", "N", "N", "P", "P", "H", "H", "H", "H"],
  "positions_angstrom": [[-0.874, -1.498, -0.841], [-0.130, -2.188, 0.032], [-2.242, -1.152, -0.867], [1.189, -3.090, 0.038], [-1.142, -0.402, -2.070], [-0.472, 3.044, -3.337], [-2.696, -0.635, -0.025], [1.433, -3.265, 1.398], [-1.241, 3.012, -3.433]],
  "forces_ev_per_a": [[1.6650, -1.8182, 2.1651], [-1.6278, 1.3702, -0.6800], [-1.2856, 0.2636, 1.6512], [0.0808, -0.1028, -1.6477], [0.0846, 0.7958, -0.5735], [-1.1276, -0.0427, -0.1409], [1.3372, -0.7792, -1.7461], [-0.2539, 0.2556, 0.8377], [1.1272, 0.0576, 0.1343]],
  "largest_force_ev_per_a": 3.3,
  "orbital_gap_ev": [5.69, 7.09]
}

---

# 3
{
  "formula": "C9H23NSi",
  "method": "the ωB97M-V functional and the def2-TZVPD basis",
  "symbols": ["C", "C", "C", "C", "C", "C", "C", "C", "C", "N", "Si", "H", "H", "H", "H", "H", "H", "H", "H", "H", "H", "H", "H", "H", "H", "H", "H", "H", "H", "H", "H", "H", "H", "H"],
  "positions_angstrom": [[-0.373, -2.208, -1.435], [-2.928, 0.603, -1.240], [-1.284, 1.773, 1.878], [3.188, -0.855, 1.185], [-0.828, -1.620, -0.063], [-1.392, 0.719, -1.050], [-1.080, 0.253, 1.556], [2.131, 0.328, 1.178], [-0.960, -0.138, 0.113], [1.533, 0.583, -0.126], [2.024, 0.872, -1.630], [-0.384, -3.312, -1.302], [0.565, -1.826, -1.685], [-1.258, -2.118, -2.068], [-3.023, 1.420, -1.846], [-3.311, 0.738, -0.155], [-3.200, -0.302, -1.582], [-2.268, 2.158, 1.466], [-1.374, 1.920, 2.977], [-0.446, 2.272, 1.531], [3.663, -0.886, 2.127], [2.606, -1.727, 0.946], [3.871, -0.643, 0.409], [-1.662, -2.290, 0.302], [-0.030, -1.930, 0.751], [-1.262, 1.723, -0.747], [-0.923, 0.469, -1.936], [-1.912, -0.389, 1.921], [-0.107, -0.117, 1.900], [1.338, 0.127, 1.826], [2.443, 1.270, 1.642], [1.310, 2.136, -1.928], [3.530, 1.092, -2.116], [1.800, -0.092, -2.800]],
  "forces_ev_per_a": [[-2.9193, -1.2245, 2.2164], [2.1439, 1.1658, 5.1194], [-2.5952, -1.9843, 0.9835], [-2.4861, 2.0224, -0.1134], [2.1557, -1.9773, 1.4814], [-1.0439, -1.0756, 2.8598], [-0.7806, 0.8211, -1.1373], [1.0542, 0.0606, -2.3066], [0.8241, 0.0245, -0.9340], [-1.2731, -1.6304, 3.6067], [1.5247, 0.9016, -3.2061], [0.6523, 0.5831, 0.0415], [1.1414, 0.6020, -1.0967], [0.6594, 0.6887, -0.8669], [-1.6628, 1.8596, -1.6500], [-0.1893, 0.0950, -2.0228], [-1.2047, -2.9237, -1.5089], [1.3251, -0.3295, 0.1594], [0.2345, -0.2005, -0.6762], [1.4477, 1.3611, -0.8371], [0.6575, -0.4205, 1.0801], [0.1076, -0.6573, 0.0298], [0.9924, 0.0419, -0.8329], [0.0977, 1.3823, -0.2754], [-1.1992, 0.5821, -1.4824], [0.7155, 1.1223, -0.1038], [1.2912, -0.3765, -1.6947], [0.6290, 0.2888, 0.2691], [-0.5782, 0.0016, 0.7772], [-1.1242, -1.0518, 1.4215], [0.8923, 0.0372, -0.2556], [0.0019, 0.1460, -0.7561], [-0.9790, 0.0057, 1.1124], [-0.5124, 0.0585, 0.5989]],
  "largest_force_ev_per_a": 5.7,
  "orbital_gap_ev": [6.82, 6.82]
}

---

# 4
{
  "formula": "C41H41OP2PdSi",
  "method": "the ωB97M-V functional and the def2-TZVPD basis",
  "symbols": ["Pd", "C", "Si", "C", "C", "C", "C", "C", "C", "P", "C", "C", "C", "C", "C", "C", "C", "C", "C", "C", "C", "C", "C", "C", "C", "C", "C", "C", "P", "C", "C", "C", "C", "C", "C", "C", "C", "C", "C", "C", "C", "H", "H", "H", "H", "H", "H", "H", "H", "H", "H", "H", "H", "H", "H", "H", "H", "H", "H", "H", "H", "H", "H", "H", "H", "H", "H", "H", "H", "H", "H", "H", "C", "C", "O", "C", "C", "H", "H", "H", "H", "H", "H", "H", "H", "H", "H"],
  "positions_angstrom": [[0.200, -0.259, -0.942], [0.645, 2.718, -3.222], [0.204, 1.976, -1.501], [1.392, 2.767, -0.316], [1.436, 4.152, -0.259], [2.330, 4.778, 0.610], [3.190, 3.990, 1.394], [3.147, 2.596, 1.330], [2.256, 1.979, 0.451], [2.133, 0.160, 0.359], [3.651, -0.413, -0.415], [4.819, -0.514, 0.347], [5.995, -0.912, -0.289], [6.027, -1.164, -1.672], [4.857, -1.022, -2.421], [3.671, -0.624, -1.805], [2.102, -0.426, 2.078], [1.396, 0.316, 3.039], [1.267, -0.178, 4.354], [1.836, -1.395, 4.713], [2.657, -2.057, 3.782], [2.765, -1.607, 2.453], [-1.565, 2.572, -1.277], [-1.999, 3.827, -1.723], [-3.251, 4.325, -1.323], [-4.122, 3.495, -0.631], [-3.744, 2.200, -0.234], [-2.454, 1.755, -0.549], [-1.972, 0.092, 0.003], [-2.528, 0.088, 1.716], [-2.006, 1.082, 2.536], [-2.473, 1.191, 3.858], [-3.510, 0.381, 4.335], [-4.106, -0.506, 3.451], [-3.630, -0.675, 2.145], [-2.966, -0.995, -0.989], [-3.379, -0.533, -2.260], [-4.051, -1.390, -3.119], [-4.337, -2.708, -2.741], [-3.925, -3.162, -1.486], [-3.233, -2.318, -0.603], [0.868, 3.784, -3.129], [-0.148, 2.609, -3.948], [1.537, 2.226, -3.592], [0.734, 4.741, -0.852], [2.362, 5.857, 0.627], [3.900, 4.445, 2.068], [3.804, 1.984, 1.941], [4.805, -0.329, 1.432], [6.924, -1.004, 0.291], [6.943, -1.442, -2.193], [4.880, -1.241, -3.488], [2.738, -0.564, -2.360], [0.970, 1.275, 2.746], [0.650, 0.391, 5.056], [1.628, -1.807, 5.701], [3.252, -2.913, 4.092], [3.353, -2.178, 1.744], [-1.348, 4.401, -2.374], [-3.539, 5.323, -1.632], [-5.117, 3.835, -0.336], [-4.426, 1.530, 0.304], [-1.260, 1.772, 2.153], [-2.020, 1.924, 4.519], [-3.861, 0.501, 5.358], [-4.964, -1.091, 3.758], [-4.158, -1.325, 1.453], [-3.163, 0.496, -2.538], [-4.342, -0.996, -4.098], [-4.870, -3.386, -3.403], [-4.189, -4.157, -1.146], [-2.900, -2.688, 0.371], [0.071, -3.281, 0.996], [0.205, -3.809, -0.401], [-0.007, -2.703, -1.339], [0.208, -3.127, -2.715], [0.093, -1.941, -3.644], [0.107, -4.079, 1.737], [-0.862, -2.738, 1.107], [0.892, -2.604, 1.199], [-0.539, -4.594, -0.639], [1.204, -4.224, -0.577], [-0.525, -3.915, -2.982], [1.214, -3.582, -2.787], [-0.912, -1.485, -3.571], [0.235, -2.292, -4.662], [0.848, -1.180, -3.424]],
  "forces_ev_per_a": [[0.0000, 0.5774, 1.3108], [0.2659, 0.5841, 0.7903], [-0.2338, -2.4521, -2.3627], [-0.1570, 0.2370, -0.0596], [0.5170, 0.2826, 0.9253], [0.1589, -0.6071, -0.2007], [-0.2377, -0.0272, -0.1181], [-0.0893, 0.4477, -0.4026], [0.1618, 0.4133, 0.6208], [-2.3966, -0.8231, -0.9631], [0.6140, 0.6008, 0.2927], [0.5179, -0.4110, -0.5064], [0.6236, -0.0237, -0.0904], [-0.3876, 0.2236, 0.2556], [0.0580, 0.0427, 0.2049], [0.3582, -0.5935, 0.4585], [1.2159, 0.7028, -0.1741], [0.2332, -0.5933, 0.7579], [-0.5600, 0.3924, -1.0287], [0.3298, 0.0589, -0.2713], [-0.2000, 0.2158, -0.4608], [-0.4569, -0.0186, 1.5332], [-0.1992, 0.3737, 0.6825], [-0.7338, -0.1641, 0.6365], [0.5069, -0.5863, -0.7382], [-0.4512, -0.4305, 0.7831], [0.3736, 0.5667, -0.5773], [-0.8084, 0.7583, 0.2837], [2.6517, -0.1513, -0.6906], [-1.6023, 0.1543, -0.7116], [-0.3095, -0.3025, 1.3251], [0.2215, -0.0693, -0.4089], [0.4418, 0.4415, -0.3794], [-0.0062, -0.5363, -0.4353], [0.2651, 0.5601, 0.9219], [-0.9306, -0.2138, -0.1319], [-0.0209, -0.5747, 0.4845], [0.0266, 0.0436, -0.2385], [0.2019, 0.1307, 0.2291], [0.0581, 0.4282, 0.3207], [-0.2468, 0.0016, -0.7001], [0.1051, 0.3153, -0.2294], [-0.3301, -0.2070, -0.1725], [0.2073, -0.0960, -0.1327], [0.2115, -0.0633, 0.0813], [0.1484, 0.1659, 0.2469], [0.0429, 0.2118, 0.0605], [0.0091, 0.1606, 0.0404], [0.0308, -0.0441, -0.6784], [-0.4183, 0.0204, -0.2487], [-0.1145, 0.0034, 0.3510], [-0.0697, 0.1213, 0.1936], [0.0510, 0.2226, 0.1350], [0.0072, -0.2428, 0.1845], [0.2413, -0.2465, -0.1172], [0.3546, 0.0785, -0.1907], [-0.3015, -0.0982, -0.0539], [-0.0133, 0.1093, 0.0241], [0.0019, 0.1968, 0.1854], [-0.1687, 0.0002, 0.0734], [0.2220, 0.1050, -0.1809], [0.1469, 0.4306, -0.1868], [0.0447, -0.1260, 0.0507], [-0.0697, 0.0184, -0.0683], [0.0113, -0.0985, -0.2049], [-0.0520, -0.0098, 0.1063], [0.1477, 0.0722, 0.2080], [-0.0474, -0.2405, -0.0541], [-0.0084, -0.3195, 0.2825], [0.0550, 0.1817, 0.0396], [0.0982, -0.0742, -0.1576], [-0.1366, 0.0923, -0.4297], [0.0804, -0.0289, 0.0424], [-0.4952, 0.6381, -1.1664], [0.3351, -1.2975, -0.4682], [0.0581, -0.1005, 0.8154], [-0.5112, -0.0113, 0.1378], [-0.0104, -0.1998, -0.0186], [-0.0515, 0.1210, 0.0708], [-0.0833, 0.1913, 0.0715], [0.1881, 0.2145, 0.1161], [0.0492, -0.0320, -0.0158], [0.1266, 0.2879, 0.1973], [-0.2197, 0.1326, 0.0507], [0.5435, -0.1130, 0.0446], [0.0416, -0.0871, -0.2931], [-0.2318, -0.0147, 0.0911]],
  "largest_force_ev_per_a": 3.4,
  "orbital_gap_ev": [4.11, 4.11],
  "total_charge": -1
}

---

# 5
{
  "formula": "C4H23N2O8",
  "method": "the ωB97M-V functional and the def2-TZVPD basis",
  "symbols": ["N", "C", "C", "O", "C", "N", "C", "O", "H", "H", "H", "H", "H", "H", "H", "H", "H", "H", "H", "H", "H", "O", "H", "H", "O", "H", "H", "O", "H", "H", "O", "H", "H", "O", "H", "H", "O"],
  "positions_angstrom": [[1.856, -2.106, -1.314], [1.215, -1.055, -0.504], [1.326, -1.445, 0.990], [2.503, -2.320, 0.958], [1.764, 0.278, -0.804], [0.925, 1.253, -0.998], [-0.593, 1.311, -1.030], [2.903, 0.407, -1.166], [1.163, -2.329, -2.128], [2.256, -2.898, -0.941], [2.684, -1.653, -1.865], [0.065, -1.025, -0.671], [1.315, -0.483, 1.757], [0.468, -2.006, 1.524], [3.375, -1.907, 0.940], [1.429, 2.158, -1.271], [-1.112, 2.196, -0.439], [-0.950, 0.354, -0.822], [-0.872, 1.467, -2.122], [-2.459, -1.289, -3.416], [-2.217, -0.537, -2.163], [-1.723, -1.022, -2.828], [-2.219, -1.302, 0.434], [-3.558, -1.729, 0.885], [-3.165, -1.392, 0.092], [1.554, 2.673, 1.362], [2.201, 2.335, 2.744], [1.811, 2.045, 1.881], [-2.102, 3.550, 1.518], [-2.527, 1.954, 1.181], [-1.988, 2.604, 1.653], [-3.432, 0.224, -0.169], [-4.406, 1.300, -0.210], [-3.453, 1.113, -0.133], [-0.506, 0.625, 2.141], [-1.261, -0.107, 3.085], [-0.717, -0.201, 2.409]],
  "forces_ev_per_a": [[-1.2910, 3.2925, -6.6022], [-4.0753, -1.0636, 2.5200], [1.0345, 0.7414, 2.5438], [-0.7136, -0.0370, 1.3994], [-0.2570, -0.4636, -1.8109], [-2.4501, 4.4198, 0.0961], [0.7724, 3.0871, -1.5752], [2.8007, -0.6010, 0.1751], [1.4443, 0.0277, 1.7777], [0.4801, -2.2439, 2.0911], [-1.3227, -0.2743, 1.3031], [2.2263, -0.4906, -0.4367], [0.9478, -2.2958, -2.3496], [1.4161, 0.3723, -1.7364], [-0.3459, 0.6661, 0.3522], [-1.0774, -1.9257, 0.4664], [1.5781, -2.2270, -0.7957], [-0.8316, -1.0319, 0.9357], [0.3498, -0.0556, 1.2672], [0.7840, -0.0581, 0.1687], [-0.0080, 0.1600, 0.2403], [-0.7601, -0.2261, -0.4445], [-1.5280, -0.0981, -0.7510], [-0.9606, -0.4694, 0.7058], [2.7488, -0.2474, 0.2860], [-2.2037, 6.3801, -4.3020], [-0.7206, 0.1167, -1.5788], [2.8242, -6.6117, 5.9394], [-0.7253, -0.5530, -0.4511], [-0.6706, 1.0134, -0.5330], [1.4005, -0.3402, 1.1339], [0.2489, -5.2422, 0.0149], [0.6001, 0.3182, 0.0644], [-1.2121, 5.5786, -0.1585], [1.1131, 4.5142, -1.3463], [-3.9469, 0.6212, 4.9248], [2.3308, -4.7531, -3.5339]],
  "largest_force_ev_per_a": 9.3,
  "orbital_gap_ev": 10.22,
  "total_charge": 1
}

---

Number 1: calculated total energy -330.35278 hartree. Number 2: calculated total energy -832.54278 hartree. Number 3: calculated total energy -700.75708 hartree. Number 4: calculated total energy -2762.30404 hartree. Number 5: calculated total energy -877.29619 hartree.